1.
Below is 2 unconnected molecules or ions with the total composition C4H12, with properties calculated with wB97M-V/def2-TZVPD.

Largest force on an atom ... 3.59 eV Å⁻¹
LUMO level ... 1.10 eV
HOMO level ... -11.00 eV
Total charge ... 0
Gap between HOMO and LUMO ... 12.10 eV
Structure (SMILES) ... CC.CC

Positions of all 16 atoms, in Å:
C 1.947 -2.074 0.647
C 0.545 -2.033 1.133
H 2.568 -1.560 1.409
H 2.323 -3.028 0.793
H 2.105 -1.486 -0.229
H 0.574 -0.942 1.546
H -0.167 -2.131 0.174
H 0.280 -2.954 1.798
C -0.899 1.407 -1.102
C -1.629 2.682 -0.655
H 0.087 1.731 -1.471
H -0.815 0.746 -0.335
H -1.401 0.871 -1.998
H -2.621 2.531 -0.926
H -1.192 3.443 -1.298
H -1.522 2.893 0.404

Atomic partial charges in e from the natural (NBO) method, atoms 1 to 5: atom 1 (C): -0.62, atom 2 (C): -0.62, atom 3 (H): 0.19, atom 4 (H): 0.21, atom 5 (H): 0.21

2.
Below is 5 unconnected molecules or ions with the total composition C19H39NO3S2, with properties calculated with wB97M-V/def2-TZVPD.

Largest force on an atom ... 7.98 eV Å⁻¹
LUMO level ... 0.04 eV
HOMO level ... -6.56 eV
Total charge ... 0
Gap between HOMO and LUMO ... 6.60 eV

Positions of all 64 atoms, in Å:
C 3.019 4.849 -1.694
C 2.225 3.733 -1.218
C 0.932 4.085 -0.801
C 0.031 2.995 -0.588
N -1.287 3.204 0.178
C -2.058 1.980 0.280
C -2.695 1.944 -1.185
C -2.963 3.306 -1.590
C -2.187 4.162 -0.502
C -0.922 3.610 1.581
H 3.921 4.576 -2.350
H 3.431 5.484 -0.883
H 2.415 5.687 -2.395
H 2.881 3.190 -0.292
H 2.208 2.769 -1.784
H 0.410 4.639 -1.672
H 0.977 4.771 0.053
H 0.399 2.409 0.050
H 0.045 2.423 -1.571
H -2.727 1.762 0.958
H -1.583 1.082 0.373
H -3.428 1.370 -1.318
H -2.026 1.569 -1.874
H -4.105 3.458 -1.784
H -2.650 3.365 -2.623
H -2.891 4.617 0.253
H -1.528 4.650 -1.087
H -0.057 2.981 2.007
H -1.783 3.552 2.283
H -0.619 4.726 1.422
O 0.135 -0.633 1.146
H 0.108 -0.389 0.292
C -2.798 -3.502 0.824
S -2.272 -3.260 -0.828
O -3.006 -4.342 -1.649
C -3.165 -1.832 -1.100
H -2.598 -4.522 1.307
H -3.892 -3.365 0.788
H -2.432 -2.704 1.570
H -3.004 -1.380 -2.206
H -2.662 -0.919 -0.392
H -4.294 -2.146 -1.027
C 4.068 -0.928 -1.273
S 2.308 -0.625 -1.206
O 2.169 0.483 -2.273
C 1.920 -2.147 -2.080
H 3.996 -1.950 -0.803
H 4.280 0.028 -0.421
H 4.561 -0.917 -2.194
H 1.358 -2.762 -1.301
H 2.764 -2.663 -2.450
H 1.038 -2.080 -2.651
C 1.145 -6.324 3.707
C 2.300 -5.869 2.804
C 2.297 -4.685 2.042
C 1.172 -3.883 2.212
C 0.062 -4.175 3.021
C 0.067 -5.413 3.939
H 1.323 -7.232 4.387
H 3.090 -6.419 2.728
H 2.980 -4.407 1.358
H 0.935 -2.871 1.719
H -0.645 -3.481 3.222
H -0.692 -5.628 4.559

Atomic partial charges in e from the natural (NBO) method, atoms 1 to 5: atom 1 (C): -0.60, atom 2 (C): -0.46, atom 3 (C): -0.41, atom 4 (C): -0.20, atom 5 (N): -0.20

3.
Below is 2 unconnected molecules or ions with the total composition CH8NS2, with properties calculated with wB97M-V/def2-TZVPD.

Largest force on an atom ... 0.88 eV Å⁻¹
LUMO level ... -3.87 eV
HOMO level ... -12.71 eV
Total charge ... +1
Gap between HOMO and LUMO ... 8.84 eV

Positions of all 12 atoms, in Å:
N 0.437 2.480 -0.601
H 0.932 2.159 0.245
H -0.138 1.648 -0.887
H 1.099 2.727 -1.331
H -0.172 3.257 -0.367
C -0.159 -2.385 1.049
S -0.667 -0.670 1.129
S -1.180 -0.258 -0.839
H -0.978 -3.078 1.199
H 0.299 -2.623 0.102
H 0.608 -2.574 1.801
H -0.081 -0.682 -1.500

Atomic partial charges in e from the natural (NBO) method, atoms 1 to 5: atom 1 (N): -0.89, atom 2 (H): 0.45, atom 3 (H): 0.44, atom 4 (H): 0.45, atom 5 (H): 0.45

4.
Below is 2 unconnected molecules or ions with the total composition C13H6N5O7, with properties calculated with wB97M-V/def2-TZVPD.

Largest force on an atom ... 3.44 eV Å⁻¹
LUMO level ... 0.10 eV
HOMO level ... -3.99 eV
Total charge ... -1
Gap between HOMO and LUMO ... 4.09 eV

Positions of all 31 atoms, in Å:
N -3.894 4.472 3.287
C -3.418 3.552 2.736
C -2.802 2.445 2.038
C -2.908 2.186 0.666
C -2.211 1.091 0.063
N -2.525 0.773 -1.292
O -3.296 1.543 -1.917
O -2.048 -0.256 -1.810
C -1.370 0.255 0.810
C -1.293 0.502 2.165
N -0.740 -0.258 3.205
O -0.111 -1.298 3.255
O -1.060 0.447 4.418
N -1.805 1.608 4.146
C -1.973 1.564 2.804
H -3.515 2.845 0.049
H -0.867 -0.618 0.395
O 1.782 -3.760 0.157
N 2.508 -3.580 -0.845
O 3.187 -4.483 -1.370
C 2.572 -2.272 -1.431
C 3.318 -2.098 -2.603
C 3.345 -0.821 -3.168
C 2.664 0.248 -2.599
C 1.791 0.091 -1.395
O 1.026 0.951 -0.872
C 1.864 -1.246 -0.815
H 3.841 -2.966 -3.016
H 3.928 -0.704 -4.089
H 2.720 1.237 -3.064
H 1.291 -1.448 0.093

Atomic partial charges in e from the natural (NBO) method, atoms 1 to 5: atom 1 (N): -0.30, atom 2 (C): 0.28, atom 3 (C): -0.20, atom 4 (C): -0.08, atom 5 (C): 0.00